Record 1
This record from the OMol25 dataset describes a single C6H2 molecule in a non-equilibrium geometry. The level of theory is ωB97M-V with the def2-TZVPD basis set.

Results
LUMO level: -1.063 eV
Highest occupied orbital energy: -8.57 eV
HOMO-LUMO gap: 7.5 eV
Energy: -6243.230 eV

Structure (ORCA input):
```
! RIJCOSX wB97M-V def2-TZVPD def2/J DEFGRID3
* xyz 0 1
C 1.93 -0.57 -0.21
C 2.21 0.76 0.26
C 0.82 -0.92 0.41
C 0.84 0.81 0.04
C -0.27 0.04 0.24
C -1.55 -0.04 -0.08
H -1.79 0.80 -0.67
H -2.20 -0.88 0.00
*
```

Löwdin population analysis, charges in e, atoms 1 to 5: -0.0534, 0.0548, 0.1013, -0.0561, -0.2995

***

Record 2
This record from the OMol25 dataset describes a single C11H10Cl4N4O2 molecule in a non-equilibrium geometry. The level of theory is ωB97M-V with the def2-TZVPD basis set.

Results
LUMO level: -0.698 eV
Highest occupied orbital energy: -8.07 eV
HOMO-LUMO gap: 7.4 eV
Energy: -71709.834 eV

Structure (ORCA input):
```
! RIJCOSX wB97M-V def2-TZVPD def2/J DEFGRID3
* xyz 0 1
Cl -0.35 4.27 1.57
C 0.39 2.72 1.63
C -0.41 1.63 1.43
Cl -2.10 1.70 1.67
C 0.20 0.17 1.34
O -0.01 -0.33 2.49
C 1.77 0.20 1.19
O 2.34 -0.82 0.88
C 2.46 1.39 1.68
Cl 4.15 1.23 1.82
C 1.82 2.61 1.85
Cl 2.69 3.99 2.36
N -4.32 1.73 -1.76
N -3.33 1.21 -1.50
N -2.31 0.70 -1.02
C -1.45 0.04 -1.99
C -0.14 -0.38 -1.29
C 0.32 -1.72 -1.85
C 0.72 -2.61 -0.68
C -0.13 -2.15 0.50
N -0.41 -0.67 0.22
H -1.98 -0.84 -2.40
H -1.21 0.69 -2.86
H 0.59 0.45 -1.34
H -0.54 -2.21 -2.35
H 1.08 -1.60 -2.63
H 0.53 -3.66 -0.89
H 1.77 -2.45 -0.43
H -1.11 -2.65 0.54
H 0.36 -2.24 1.47
H -1.39 -0.42 0.37
*
```

Löwdin population analysis, charges in e, atoms 1 to 5: 0.6780, -0.7184, -0.5658, 0.7609, -0.6234

***

Record 3
This record from the OMol25 dataset describes a gas-phase ion, C4H9O2 (charge -1) in a non-equilibrium geometry. The level of theory is ωB97M-V with the def2-TZVPD basis set.

Results
LUMO level: 4.459 eV
Highest occupied orbital energy: -3.02 eV
HOMO-LUMO gap: 7.5 eV
Energy: -8388.724 eV
Structure (SMILES): C[C@H]([O-])CCO

Structure (ORCA input):
```
! RIJCOSX wB97M-V def2-TZVPD def2/J DEFGRID3
* xyz -1 1
C 0.16 1.57 0.77
O -1.23 1.65 0.43
C 0.88 0.32 0.26
C 0.01 -0.93 -0.07
C 0.93 -1.99 -0.66
O -1.06 -0.63 -0.89
H 0.11 1.51 1.86
H 0.61 2.52 0.49
H 1.44 0.56 -0.65
H 1.62 0.02 1.02
H -0.34 -1.33 0.93
H 0.31 -2.77 -0.98
H 1.54 -2.38 0.12
H 1.50 -1.65 -1.48
H -1.37 0.81 -0.16
*
```

Löwdin population analysis, charges in e, atoms 1 to 5: -0.2960, -0.1716, -0.1783, -0.6137, -0.1022

***

> The highest LUMO level belongs to which entry?

C4H9O2

***

> What is the formula in the first record?

C6H2

***

> What is the HOMO-LUMO gap in the third record?

7.5 eV

***

> What is the highest occupied orbital energy in the first record?

-8.57 eV